Entry 1:
{"formula": "H68O34", "method": "the ωB97M-V functional and the def2-TZVPD basis", "homo_lumo_gap_ev": 10.9, "lumo_energy_ha": 0.0013, "symbols": ["O", "O", "O", "O", "O", "O", "O", "O", "O", "O", "O", "O", "O", "O", "O", "O", "O", "O", "O", "O", "O", "O", "O", "O", "O", "O", "O", "O", "O", "O", "O", "O", "O", "O", "H", "H", "H", "H", "H", "H", "H", "H", "H", "H", "H", "H", "H", "H", "H", "H", "H", "H", "H", "H", "H", "H", "H", "H", "H", "H", "H", "H", "H", "H", "H", "H", "H", "H", "H", "H", "H", "H", "H", "H", "H", "H", "H", "H", "H", "H", "H", "H", "H", "H", "H", "H", "H", "H", "H", "H", "H", "H", "H", "H", "H", "H", "H", "H", "H", "H", "H", "H"], "coordinates": [[13.250, 9.071, 7.945], [10.072, 10.621, 13.326], [10.928, 9.508, 16.520], [11.067, 8.594, 6.328], [12.634, 6.355, 13.438], [9.644, 12.444, 8.104], [14.832, 5.981, 15.304], [8.441, 8.671, 14.616], [8.165, 13.246, 10.244], [11.607, 6.805, 17.641], [7.896, 4.802, 12.090], [15.390, 9.670, 10.838], [8.076, 12.756, 15.114], [8.451, 9.130, 7.818], [6.920, 8.098, 12.084], [14.733, 11.287, 7.781], [12.857, 10.460, 14.456], [15.683, 12.817, 13.397], [11.460, 10.842, 9.114], [10.419, 9.018, 10.925], [9.532, 6.150, 14.243], [7.161, 8.081, 17.304], [16.599, 10.160, 13.309], [12.960, 8.812, 12.177], [8.676, 10.493, 17.235], [13.621, 6.285, 9.146], [7.645, 10.785, 11.704], [8.954, 6.020, 17.037], [11.101, 6.176, 8.158], [12.811, 12.507, 12.735], [16.091, 7.216, 9.509], [9.547, 13.425, 12.640], [13.730, 11.840, 10.275], [8.880, 6.880, 10.080], [9.736, 13.141, 7.444], [15.662, 6.252, 14.817], [8.255, 6.599, 17.382], [8.447, 12.228, 15.863], [9.172, 7.041, 14.354], [10.676, 6.809, 7.552], [13.042, 12.379, 11.781], [8.801, 13.416, 10.988], [16.922, 7.148, 9.005], [12.678, 6.196, 8.839], [7.322, 8.503, 12.827], [8.926, 5.996, 16.073], [15.849, 13.151, 14.244], [15.751, 8.882, 10.343], [10.505, 6.303, 8.937], [7.624, 9.881, 11.302], [7.436, 7.335, 11.841], [11.937, 8.829, 6.699], [14.336, 11.094, 10.439], [11.719, 6.193, 13.692], [15.931, 9.703, 11.701], [9.668, 12.459, 12.699], [6.911, 4.745, 11.994], [14.298, 11.741, 7.098], [8.961, 10.732, 18.141], [9.003, 5.710, 13.562], [13.409, 8.339, 8.534], [11.316, 9.078, 11.255], [8.027, 8.710, 15.465], [14.733, 13.016, 13.271], [16.589, 11.110, 13.164], [13.228, 6.191, 14.211], [9.389, 9.297, 7.608], [9.585, 10.223, 16.883], [13.173, 11.285, 14.019], [13.618, 6.408, 10.122], [9.057, 9.487, 14.716], [7.503, 8.981, 17.482], [9.125, 13.668, 13.456], [15.035, 5.128, 15.759], [9.087, 12.905, 8.775], [11.165, 8.815, 5.363], [10.730, 6.408, 17.548], [6.192, 8.199, 17.399], [12.642, 9.706, 8.430], [15.681, 10.048, 13.621], [10.883, 11.486, 8.652], [9.984, 10.128, 12.521], [14.688, 10.355, 7.582], [9.407, 7.637, 10.478], [12.168, 6.147, 17.256], [10.293, 9.643, 10.208], [12.093, 13.087, 12.875], [6.844, 10.789, 12.256], [12.758, 7.899, 12.440], [12.100, 11.262, 9.707], [10.951, 8.540, 16.788], [11.042, 10.647, 13.376], [8.469, 7.435, 9.412], [8.090, 9.985, 8.135], [7.634, 12.564, 10.644], [12.863, 9.699, 13.828], [13.904, 11.990, 9.331], [8.295, 4.856, 11.211], [13.736, 8.774, 11.643], [11.686, 9.686, 15.912], [7.670, 12.099, 14.514], [15.421, 6.778, 8.929]], "lowdin_charge": [-0.07, -0.05, -0.07, -0.07, -0.06, -0.06, -0.08, -0.07, -0.07, -0.05, -0.07, -0.11, -0.07, -0.06, -0.03, -0.02, -0.09, -0.03, -0.07, -0.04, -0.06, -0.07, -0.05, -0.04, -0.10, -0.09, -0.06, -0.07, -0.06, -0.05, -0.08, -0.05, -0.07, -0.08, 0.07, 0.09, 0.01, 0.03, 0.00, 0.04, 0.04, 0.03, 0.07, 0.02, -0.02, 0.00, 0.03, 0.04, 0.04, 0.05, 0.00, 0.00, 0.02, 0.02, 0.05, 0.01, 0.08, 0.03, 0.08, 0.02, 0.02, 0.01, 0.00, 0.03, 0.01, 0.03, 0.01, 0.00, 0.02, 0.07, 0.08, 0.02, 0.02, 0.07, 0.02, 0.08, 0.00, 0.08, 0.04, 0.05, 0.01, 0.00, 0.02, 0.03, 0.02, 0.03, 0.03, 0.07, 0.03, 0.02, 0.07, 0.03, 0.02, 0.05, 0.00, 0.02, 0.04, 0.03, 0.01, 0.05, 0.04, 0.03]}

Entry 2:
{"formula": "H6IO3Zn", "method": "the ωB97M-V functional and the def2-TZVPD basis", "homo_lumo_gap_ev": 4.1, "lumo_energy_ha": -0.3572, "charge": 1, "symbols": ["I", "Zn", "O", "O", "O", "H", "H", "H", "H", "H", "H"], "coordinates": [[0.569, -0.495, -1.758], [2.735, -2.326, -3.867], [0.386, -4.996, 0.760], [-2.085, 1.568, 1.630], [0.330, 4.247, -0.535], [-1.915, 1.325, 2.540], [0.214, 3.589, -1.221], [-1.244, 1.451, 1.189], [0.542, -4.183, 0.279], [-0.484, 4.751, -0.546], [0.952, -4.931, 1.529]], "lowdin_charge": [0.15, 0.86, -0.05, -0.05, -0.05, 0.04, 0.01, 0.01, 0.01, 0.04, 0.04]}

Entry 3:
{"formula": "H6InO11P2", "method": "the ωB97M-V functional and the def2-TZVPD basis", "homo_lumo_gap_ev": 2.8, "lumo_energy_ha": 0.2324, "charge": -3, "symbols": ["In", "P", "P", "O", "O", "O", "O", "O", "O", "O", "O", "O", "O", "O", "H", "H", "H", "H", "H", "H"], "coordinates": [[-0.320, -0.521, 0.723], [0.879, 2.141, -1.399], [2.033, -1.694, -1.525], [0.488, 3.639, -1.231], [2.381, -1.090, -0.183], [2.807, -0.712, -2.485], [1.264, -0.132, 3.240], [1.837, 1.969, -2.524], [-2.703, -0.504, -0.937], [-0.244, 1.166, -1.523], [0.410, -1.668, -1.690], [1.584, 1.769, -0.051], [2.646, -3.099, -1.565], [-2.938, -0.207, 1.975], [2.182, 0.132, 3.178], [0.977, 0.193, 4.093], [-3.579, -0.561, -0.554], [-3.180, 0.137, 2.835], [-3.722, -0.084, 1.439], [-2.801, -0.874, -1.815]], "lowdin_charge": [0.86, -0.22, -0.09, -0.43, -0.39, -0.31, -0.14, -0.28, -0.11, -0.47, -0.57, -0.37, -0.45, -0.15, 0.04, 0.01, 0.00, 0.02, 0.01, 0.05]}

Entry 4:
{"formula": "H6KO3", "method": "the ωB97M-V functional and the def2-TZVPD basis", "homo_lumo_gap_ev": 11.9, "lumo_energy_ha": -0.1397, "charge": 1, "symbols": ["K", "O", "O", "O", "H", "H", "H", "H", "H", "H"], "coordinates": [[0.115, 1.180, 0.933], [-2.282, 1.093, -0.532], [1.935, -0.580, 1.587], [0.391, -0.953, -1.311], [1.824, -1.204, 2.304], [-2.675, 1.966, -0.544], [1.175, -0.425, -1.161], [-0.012, -0.569, -2.089], [-2.949, 0.534, -0.134], [2.478, -1.042, 0.948]], "lowdin_charge": [0.99, -0.10, -0.12, -0.05, 0.06, 0.05, 0.01, 0.05, 0.06, 0.06]}

Entry 5:
{"formula": "H6N2P2", "method": "the ωB97M-V functional and the def2-TZVPD basis", "homo_lumo_gap_ev": [7.5, 8.6], "spin_multiplicity": 3, "lumo_energy_ha": [0.0328, -0.0480], "symbols": ["P", "P", "N", "N", "H", "H", "H", "H", "H", "H"], "coordinates": [[-1.341, -0.009, 1.793], [0.452, 1.500, -0.876], [0.839, -0.092, -1.039], [1.543, -0.810, -1.862], [1.928, -0.068, -2.504], [0.372, -0.640, -0.232], [-1.292, -1.336, 1.524], [1.302, 1.790, -2.076], [-2.763, 0.031, 2.169], [-1.039, -0.365, 3.104]], "lowdin_charge": [0.61, 0.68, -0.64, -0.03, 0.01, 0.02, -0.20, -0.14, -0.13, -0.19]}

Entry 6:
{"formula": "H6N2Si", "method": "the ωB97M-V functional and the def2-TZVPD basis", "homo_lumo_gap_ev": [7.8, 7.9], "lumo_energy_ha": [-0.0164, 0.0109], "symbols": ["Si", "N", "N", "H", "H", "H", "H", "H", "H"], "coordinates": [[1.233, -0.307, -0.691], [-0.071, -0.497, 0.358], [-0.449, -0.596, 1.634], [-1.622, 1.202, -1.053], [0.095, -0.047, 2.261], [-0.822, -1.056, -0.233], [-1.483, 0.738, -0.413], [0.935, 0.117, -2.105], [2.182, 0.447, 0.243]], "lowdin_charge": [0.57, -0.52, 0.00, 0.05, 0.01, 0.10, 0.01, -0.11, -0.11]}

Entry 7:
{"formula": "H6N3PS", "method": "the ωB97M-V functional and the def2-TZVPD basis", "homo_lumo_gap_ev": 9.4, "lumo_energy_ha": 0.0039, "symbols": ["S", "P", "N", "N", "N", "H", "H", "H", "H", "H", "H"], "coordinates": [[-0.215, -1.696, 1.547], [-0.597, -0.020, 0.127], [0.242, 1.193, 0.807], [-2.025, 0.449, -0.084], [0.582, -0.671, -1.692], [0.367, 1.908, 0.180], [1.403, -0.974, -1.099], [0.788, 0.214, -2.118], [0.997, 1.041, 1.486], [-2.624, -0.135, -0.676], [1.082, -1.311, 1.522]], "lowdin_charge": [0.41, 0.35, -0.15, -0.24, -0.12, 0.01, -0.04, -0.06, 0.06, 0.00, -0.22]}

Entry 8:
{"formula": "H6N4", "method": "the ωB97M-V functional and the def2-TZVPD basis", "homo_lumo_gap_ev": [8.5, 8.5], "lumo_energy_ha": [0.0093, 0.0092], "symbols": ["N", "N", "N", "N", "H", "H", "H", "H", "H", "H"], "coordinates": [[-0.831, -0.410, -0.011], [0.524, -0.350, -0.291], [1.246, -0.964, 0.667], [-1.474, 0.530, -0.874], [-0.853, 1.475, -0.966], [-1.028, -0.299, 1.074], [-1.437, -0.010, -1.707], [0.771, 1.298, -0.142], [2.145, -0.466, 0.573], [0.937, -0.804, 1.677]], "lowdin_charge": [-0.23, -0.22, -0.08, -0.06, 0.07, 0.16, 0.04, 0.11, 0.09, 0.10]}

Entry 9:
{"formula": "H6NO", "method": "the ωB97M-V functional and the def2-TZVPD basis", "homo_lumo_gap_ev": 9.7, "lumo_energy_ha": -0.1741, "charge": 1, "symbols": ["O", "N", "H", "H", "H", "H", "H", "H"], "coordinates": [[3.090, -3.635, -1.406], [0.000, 0.000, 0.000], [3.315, -4.592, -1.359], [-0.830, -0.603, -0.158], [0.862, -0.574, -0.071], [3.482, -3.248, -0.591], [-0.056, 0.425, 0.945], [0.024, 0.751, -0.717]], "lowdin_charge": [-0.10, 0.31, 0.06, 0.17, 0.17, 0.04, 0.17, 0.17]}

Entry 10:
{"formula": "H6NS2", "method": "the ωB97M-V functional and the def2-TZVPD basis", "homo_lumo_gap_ev": 8.3, "lumo_energy_ha": -0.1636, "charge": 1, "symbols": ["S", "S", "N", "H", "H", "H", "H", "H", "H"], "coordinates": [[-0.138, 2.181, -1.872], [0.390, 0.280, -1.739], [-0.429, -1.031, 1.644], [-1.216, -1.763, 1.677], [-0.885, -0.282, 2.221], [-0.226, -0.898, 0.576], [0.949, 3.158, -1.608], [0.415, -1.484, 2.025], [1.139, -0.162, -2.922]], "lowdin_charge": [0.17, 0.11, 0.27, 0.18, 0.17, 0.10, -0.08, 0.15, -0.08]}

Entry 11:
{"formula": "H6NS2", "method": "the ωB97M-V functional and the def2-TZVPD basis", "homo_lumo_gap_ev": 9.4, "lumo_energy_ha": -0.1523, "charge": 1, "symbols": ["S", "S", "N", "H", "H", "H", "H", "H", "H"], "coordinates": [[0.817, -1.759, -1.891], [1.414, -1.162, -0.003], [-1.029, 0.800, 0.912], [-1.960, 0.382, 0.873], [0.343, -0.583, -2.335], [2.526, -0.485, -0.322], [-0.314, 0.144, 0.507], [-1.025, 1.669, 0.378], [-0.771, 0.995, 1.879]], "lowdin_charge": [0.32, 0.29, 0.29, 0.16, -0.20, -0.16, -0.01, 0.15, 0.15]}

Entry 12:
{"formula": "H6O2S2", "method": "the ωB97M-V functional and the def2-TZVPD basis", "homo_lumo_gap_ev": 9.5, "lumo_energy_ha": 0.0174, "symbols": ["S", "S", "O", "O", "H", "H", "H", "H", "H", "H"], "coordinates": [[1.033, 0.576, 1.009], [-0.082, -1.006, 1.615], [-0.347, -1.286, -2.626], [-1.161, 2.138, -1.630], [-0.906, -1.231, -1.933], [-0.754, 2.762, -2.191], [-0.253, -2.205, -2.947], [-1.217, -0.699, 1.011], [-1.866, 1.711, -2.107], [1.841, -0.263, 0.234]], "lowdin_charge": [0.21, 0.21, -0.02, -0.04, -0.05, 0.01, 0.06, -0.23, 0.03, -0.16]}